{"formula": "C31H36BrF6KN8O6S2Se", "method": "the ωB97M-V functional and the def2-TZVPD basis", "e_tot_ha": -9063.44997, "charge": -2, "gap_ev": 5.52, "homo_energy_ha": -0.0635, "de_lowest_kj_mol": 174.3, "species": ["H", "H", "C", "S", "C", "H", "C", "H", "H", "S", "F", "C", "C", "N", "N", "H", "C", "H", "C", "H", "C", "H", "C", "C", "H", "C", "H", "F", "C", "K", "H", "O", "H", "C", "C", "H", "H", "N", "O", "C", "C", "H", "C", "H", "H", "H", "H", "O", "H", "H", "N", "C", "F", "H", "H", "O", "H", "H", "H", "H", "F", "Se", "C", "C", "C", "C", "Br", "C", "H", "H", "H", "H", "O", "H", "F", "N", "F", "C", "C", "C", "H", "C", "C", "O", "H", "C", "N", "C", "C", "H", "N", "N"], "coordinates": [[-7.18853, 0.70626, 2.10762], [2.40271, 4.98885, -1.00243], [-1.15357, 0.34324, -3.03952], [1.03613, -3.28542, -1.07154], [1.28498, 6.16204, 0.45527], [-3.50157, -1.08065, 5.95908], [-3.01802, 2.87948, 0.55358], [1.71076, 5.86942, 2.53638], [-2.99828, -2.89073, -0.67464], [2.92094, -2.99850, 0.81432], [0.52347, -5.72843, -1.93898], [1.90797, 4.91289, -0.04160], [-5.25227, -1.41661, 0.24254], [-0.94385, 1.23653, -0.57482], [1.28597, 2.25851, 2.34406], [1.32177, 1.56028, 5.07443], [-3.71559, 3.33946, -1.73404], [0.33321, 4.06579, 2.07028], [0.74429, 7.04838, -0.47481], [-3.85066, -4.44493, -0.55720], [-6.61664, -1.77920, 2.21998], [0.77825, 6.78897, -1.52525], [0.86924, -4.53069, -2.40732], [0.09372, 8.56070, 1.27553], [-0.28000, 8.89339, -0.81491], [1.25131, 6.51650, 1.80235], [-1.08590, -1.66894, -2.88095], [4.39561, -2.57612, -1.38226], [-2.51650, -0.63276, 5.95898], [-0.01344, -0.95895, 0.63012], [-2.57448, 3.80752, 0.93978], [1.98281, -1.99045, 1.27616], [-7.51644, -4.75434, 2.99752], [0.14843, 8.23270, -0.07249], [-1.91626, -0.27991, 4.75461], [0.43752, -0.28052, -3.74975], [-2.48109, -0.97210, -2.18420], [-2.00723, 1.40851, -2.62111], [-0.79223, 0.39046, 2.31485], [4.21152, -2.04646, -0.17285], [0.65669, 7.70231, 2.20843], [-7.32497, -3.42350, 4.13350], [-4.91354, -2.78684, 0.30057], [-5.66281, 1.16030, 1.31143], [0.64100, 7.95233, 3.26134], [-0.37627, 9.48210, 1.59373], [-2.98255, 1.19595, -2.81512], [1.43409, -2.06343, -1.74698], [-5.12099, -4.64675, 1.31765], [-4.34462, -3.18937, -1.73082], [-2.77057, 2.70995, -0.85902], [0.00318, 0.52507, 5.92493], [1.97821, -4.67228, -3.12274], [-3.84472, 4.38795, -1.44341], [-3.36264, 3.31793, -2.76380], [3.71243, -3.73361, 1.75010], [-2.28359, -0.70286, 8.09235], [-4.09751, 2.91446, 0.71239], [-7.27897, -1.36728, 2.97668], [0.95922, 0.00061, 3.32758], [5.38361, -2.08141, 0.47191], [-4.54448, -0.28659, -1.12207], [-5.42067, -3.60312, 1.30068], [1.87885, 3.71402, 0.54351], [-1.83381, -0.41850, 7.14813], [1.10716, 3.36303, 1.74997], [2.79493, 2.29440, -0.27937], [-6.80771, -4.01088, 3.37346], [-6.00674, -4.55768, 3.87512], [-0.31638, 2.60080, 3.47699], [-0.02950, 0.36310, 8.05017], [-2.63301, 2.03599, 1.12534], [-0.24481, -3.24153, -0.40356], [-2.39883, -0.44025, 3.79822], [3.85927, -0.77567, -0.31549], [-0.03358, 0.60827, -3.57698], [-0.10176, -4.09762, -3.22642], [0.00616, 0.57430, 3.35856], [-6.12356, -0.93091, 1.23244], [-0.65213, 0.28574, 4.71533], [-7.04579, 0.79447, 0.33043], [-0.57481, 0.16845, 7.13676], [-6.53516, 0.51123, 1.25478], [1.23729, 1.11154, 5.94765], [-4.69677, 2.84910, -1.67779], [-3.97843, -3.37292, -0.71795], [-1.72780, -0.89258, -2.86876], [-6.27598, -3.12048, 2.28433], [-1.85065, 1.78005, -1.27984], [-0.91847, 1.57117, 0.38418], [2.20553, -3.97246, -0.22136], [0.51477, 1.99892, 3.44842]], "forces_ev_per_angstrom": [[0.0, 0.0, 0.0], [0.0, 0.0, 0.0], [-0.2, 0.0, -0.1], [0.5, 0.5, 0.3], [0.2, -0.4, -0.1], [0.0, 0.0, 0.0], [0.0, 0.0, 0.0], [0.0, 0.0, 0.0], [0.0, 0.0, 0.1], [-0.7, 0.1, 0.0], [-0.1, 0.0, 0.1], [-0.1, 0.3, 0.0], [-0.1, -0.2, 0.1], [0.3, 0.1, 0.1], [-0.1, 0.0, 0.4], [0.1, -0.1, 0.2], [-0.3, 0.1, -0.2], [0.0, 0.0, -0.1], [-0.1, 0.1, 0.0], [0.0, 0.0, 0.0], [0.0, 0.0, 0.1], [0.0, 0.0, 0.0], [-0.3, -0.2, -0.2], [0.0, 0.0, 0.0], [0.0, 0.0, 0.0], [0.0, 0.1, 0.1], [0.0, 0.0, -0.1], [0.0, -0.1, 0.0], [0.1, 0.0, -0.1], [-0.9, 0.7, -0.9], [0.0, 0.0, 0.0], [1.8, -0.8, 0.4], [0.0, 0.0, -0.1], [0.0, -0.1, 0.0], [0.0, 0.0, 0.0], [0.2, 0.1, 0.0], [0.0, 0.1, 0.0], [0.0, 0.1, -0.3], [-0.2, 0.9, 1.2], [-0.1, 0.1, 0.0], [0.0, 0.0, 0.0], [0.0, 0.0, 0.0], [0.2, 0.1, -0.2], [0.1, 0.0, 0.0], [0.0, 0.0, 0.0], [0.0, 0.0, 0.0], [0.1, -0.1, 0.0], [-0.2, -0.6, 0.1], [0.0, 0.0, 0.0], [0.0, 0.0, 0.0], [0.4, 0.1, 0.2], [0.2, 0.1, 0.1], [0.2, 0.1, 0.0], [0.0, 0.0, 0.0], [0.0, 0.0, 0.1], [-0.2, -0.1, -0.1], [0.0, 0.0, 0.0], [0.0, 0.0, 0.1], [0.0, 0.0, 0.0], [0.0, -0.1, 0.0], [0.0, 0.0, 0.0], [-0.4, 0.0, 0.3], [0.0, 0.0, 0.1], [-0.3, 0.0, 0.4], [0.0, 0.0, 0.0], [0.2, 0.2, -0.4], [0.1, -0.1, -0.1], [0.0, 0.0, 0.1], [0.0, 0.0, 0.0], [0.1, 0.0, 0.0], [0.0, 0.0, 0.1], [0.0, 0.0, 0.0], [0.4, -0.9, -0.6], [0.0, 0.0, 0.0], [0.0, 0.0, 0.0], [0.0, -0.1, 0.0], [0.1, -0.1, 0.1], [-0.5, -0.2, 0.0], [0.0, 0.1, -0.1], [-0.1, 0.0, 0.1], [0.0, -0.1, 0.0], [-0.1, 0.0, -0.1], [-0.1, 0.0, 0.0], [-0.1, 0.1, -0.2], [0.0, 0.0, 0.0], [0.0, 0.0, 0.0], [0.3, -0.2, -0.1], [0.0, 0.0, -0.1], [-0.3, 0.0, 0.1], [0.0, 0.0, 0.0], [-0.1, 0.3, -0.2], [0.1, 0.1, -0.3]], "mulliken_charge": [0.36, 0.37, 0.30, 1.05, 0.58, 0.45, -1.36, 0.54, 0.01, 1.00, -0.22, -0.89, 0.09, -0.23, -0.42, 0.52, -1.20, 0.37, -0.59, 0.36, -1.36, 0.39, 0.50, -0.41, 0.37, -0.34, 0.06, -0.25, -0.99, 1.35, 0.26, -0.49, 0.31, -0.46, -0.75, 0.37, 0.00, -0.43, -0.62, 0.64, -0.54, 0.34, 1.32, 0.03, 0.37, 0.36, 0.44, -0.59, 0.26, 0.36, 0.48, 0.68, -0.22, 0.39, 0.40, -0.68, 0.34, 0.37, 0.14, 0.16, -0.25, -0.27, -1.16, 0.11, -0.23, -0.08, -0.16, -1.46, 0.34, 0.24, 0.40, 0.48, -0.67, 0.60, -0.22, -0.78, -0.22, 0.06, 1.23, 0.31, 0.32, -0.75, -1.30, -0.74, 0.33, -1.39, -0.35, 0.76, 0.43, -0.27, -0.71, -0.28]}

{"formula": "C7H11N2O4", "method": "the ωB97M-V functional and the def2-TZVPD basis", "smiles": "[H]/N=C\\C[C@H](NCCC(=O)O)C(=O)[O-]", "e_tot_ha": -683.85971, "charge": -1, "gap_ev": 6.96, "homo_energy_ha": -0.1512, "de_lowest_kj_mol": 0.0, "species": ["O", "H", "O", "H", "H", "H", "C", "H", "N", "H", "N", "H", "C", "H", "C", "O", "C", "C", "O", "C", "H", "H", "H", "C"], "coordinates": [[-1.52845, -0.67871, -3.19816], [-0.62875, 1.01575, 0.27533], [0.33295, 0.33727, -2.72048], [-2.14068, 1.65726, -1.81577], [2.86715, -1.15143, 1.51835], [-1.49352, -0.30142, 1.06169], [-1.37017, 0.21092, 0.07873], [2.30516, -1.01344, -0.77119], [0.31436, -1.53977, -0.32024], [0.55232, -2.38705, -0.81981], [-3.00441, 1.54950, -1.26798], [-1.65273, -1.64420, -0.97031], [2.02275, 0.81908, 1.87400], [-3.58348, 0.63184, 0.42854], [1.47330, -0.65984, -0.12777], [2.71020, 1.59895, 1.28762], [-2.74133, 0.81555, -0.27464], [-0.65223, -0.35991, -2.37280], [1.36592, 1.20312, 3.00469], [-0.85711, -0.87071, -0.91538], [1.13473, -1.14356, 2.01418], [1.38285, 2.16930, 3.08306], [1.29548, 0.38180, -0.44465], [1.89572, -0.64029, 1.39300]], "forces_ev_per_angstrom": [[-1.1, -0.8, 0.5], [-0.4, -0.3, -0.5], [0.7, 0.1, 1.6], [-0.3, 0.0, -0.2], [-0.4, 0.4, 0.2], [0.1, 0.2, -0.5], [-0.4, -0.3, 0.7], [-0.3, 0.3, 0.5], [-0.1, 0.8, 0.2], [0.0, 0.3, -0.2], [0.5, 0.1, 0.0], [0.4, 0.5, -0.1], [0.5, -0.8, 0.0], [0.5, -0.1, -0.3], [0.4, -0.3, 0.2], [0.4, 0.9, -0.5], [0.2, 0.0, 0.4], [0.0, 0.6, -1.8], [-0.6, -0.8, 0.0], [-0.3, -0.3, 0.2], [0.3, 0.0, -0.4], [0.4, -0.2, -0.3], [-0.1, -0.7, -0.1], [-0.5, 0.5, 0.5]], "mulliken_charge": [-0.73, 0.17, -0.72, 0.35, 0.30, 0.31, -0.71, 0.44, -0.38, 0.30, -0.71, 0.25, 0.52, 0.34, -0.72, -0.56, -0.08, 0.23, -0.48, 0.34, 0.32, 0.33, 0.35, -0.48]}

{"formula": "C3N3P", "method": "the ωB97M-V functional and the def2-TZVPD basis", "e_tot_ha": -619.74073, "gap_ev": [8.90, 6.23], "homo_energy_ha": [-0.4733, -0.3970], "de_lowest_kj_mol": 329.3, "species": ["C", "N", "N", "N", "C", "C", "P"], "coordinates": [[0.29223, -1.21885, 1.25997], [-2.10410, -0.61324, -1.15005], [0.09720, -1.27304, 2.38946], [1.17394, 3.10897, -0.66786], [0.89951, 2.01459, -0.51403], [-1.01593, -0.83430, -0.86226], [0.65716, -1.18413, -0.45524]], "forces_ev_per_angstrom": [[0.2, 0.0, -0.3], [-0.7, 0.1, -0.3], [-0.1, -0.1, 0.7], [0.5, 2.3, -0.3], [-0.5, -3.2, 0.3], [0.4, -0.1, 0.0], [0.1, 1.0, -0.1]], "mulliken_charge": [0.33, -0.26, -0.26, -0.18, -0.01, 0.31, 0.06]}